The following is a DFT calculation (ωB97M-V with the def2-TZVPD basis set) of an isolated molecule of C3H4N2 at a distorted geometry.

Values from the calculation:
- relative energy (zero: lowest compared OMol25 entry of this formula, charge and spin) (kcal/mol) = 41.4
- HOMO-LUMO gap (eV) = 10.98
- strongest force on any atom (Eh/bohr) = 0.05103
- E_LUMO (Eh) = 0.029
- structure (SMILES) = C1=NN=CC1

Structure (ORCA input):
```
! RIJCOSX wB97M-V def2-TZVPD def2/J DEFGRID3
* xyz 0 1
C 1.0194 -0.5447 -0.0828
N 0.2896 -1.5534 -0.0316
N -1.1082 -1.2083 0.0001
C -1.1907 0.0547 -0.0883
C 0.1983 0.7168 -0.0165
H 2.1607 -0.6266 0.0181
H -2.1847 0.4793 0.0036
H 0.4068 1.1783 0.9761
H 0.4089 1.5039 -0.7787
*
```

---

The following is a DFT calculation (ωB97M-V with the def2-TZVPD basis set) of a cluster of 2 separate species, C3H4N2 in total.

Values from the calculation:
- relative energy (zero: lowest compared OMol25 entry of this formula, charge and spin) (kcal/mol) = 124.7
- HOMO-LUMO gap (eV) = 10.07
- strongest force on any atom (Eh/bohr) = 0.01381
- E_LUMO (Eh) = 0.041

Structure (ORCA input):
```
! RIJCOSX wB97M-V def2-TZVPD def2/J DEFGRID3
* xyz 0 1
N 1.1460 1.4108 -0.1569
C 0.3807 -1.4158 -1.0190
C -0.2858 -1.5830 -0.0310
C -0.7660 0.8969 1.2226
N 0.1101 1.2408 0.5007
H 0.9512 1.1868 -1.1355
H 0.9630 -1.3494 -1.9103
H -0.8486 -1.7033 0.8673
H -1.6505 1.3162 1.6621
*
```

---

The following is a DFT calculation (ωB97M-V with the def2-TZVPD basis set) of an isolated molecule of C3H4N2 at a distorted geometry.

Values from the calculation:
- relative energy (zero: lowest compared OMol25 entry of this formula, charge and spin) (kcal/mol) = 87.1
- HOMO-LUMO gap (eV) = 10.93
- strongest force on any atom (Eh/bohr) = 0.23555
- E_LUMO (Eh) = 0.017
- structure (SMILES) = N#C[C@H]1CN1

Structure (ORCA input):
```
! RIJCOSX wB97M-V def2-TZVPD def2/J DEFGRID3
* xyz 0 1
N -2.3219 0.0169 -0.1552
C -1.0792 -0.0318 -0.0340
C 0.1874 0.0092 0.4890
C 1.2882 -0.6580 -0.1336
N 1.2848 0.7196 -0.3387
H 0.0669 -0.1924 1.5549
H 1.1321 -0.9926 -1.0876
H 1.9992 -1.1986 0.4018
H 1.6828 1.3104 0.6601
*
```

---

The following is a DFT calculation (ωB97M-V with the def2-TZVPD basis set) of an isolated molecule of C3H4N2O at a distorted geometry.

Values from the calculation:
- relative energy (zero: lowest compared OMol25 entry of this formula, charge and spin) (kcal/mol) = 119.0
- HOMO-LUMO gap (eV) = 8.99
- strongest force on any atom (Eh/bohr) = 0.09218
- E_LUMO (Eh) = -0.001

Structure (ORCA input):
```
! RIJCOSX wB97M-V def2-TZVPD def2/J DEFGRID3
* xyz 0 1
C 1.0906 0.3792 1.5232
C -0.8669 -0.4449 -0.5008
C 0.0211 0.7575 -0.6116
N -0.1910 0.4205 1.7010
N -0.7906 0.6877 0.4807
O 1.6987 0.5420 0.4446
H 1.7958 0.1096 2.4222
H -1.7140 -0.6996 -1.1333
H -0.3479 -1.3459 -0.3392
H 0.1885 1.4843 -1.2803
*
```

---

The following is a DFT calculation (ωB97M-V with the def2-TZVPD basis set) of an isolated molecule of C3H4N2O at a distorted geometry.

Values from the calculation:
- relative energy (zero: lowest compared OMol25 entry of this formula, charge and spin) (kcal/mol) = 79.9
- HOMO-LUMO gap (eV) = 10.07
- strongest force on any atom (Eh/bohr) = 0.07948
- E_LUMO (Eh) = 0.025
- structure (SMILES) = On1cccn1

Structure (ORCA input):
```
! RIJCOSX wB97M-V def2-TZVPD def2/J DEFGRID3
* xyz 0 1
O -2.2286 -0.4156 -0.0690
N -0.8611 -0.3358 0.0280
C -0.1212 0.7888 -0.0796
C 1.1892 0.3987 -0.0426
C 1.1529 -0.9849 -0.0237
N -0.0918 -1.3831 -0.0023
H -2.4936 0.4854 0.1301
H -0.6311 1.7537 0.0761
H 2.0421 1.2114 0.0820
H 2.0431 -1.5185 -0.0991
*
```

---

The following is a DFT calculation (ωB97M-V with the def2-TZVPD basis set) of an isolated molecule of C3H4N2O at a distorted geometry.

Values from the calculation:
- relative energy (zero: lowest compared OMol25 entry of this formula, charge and spin) (kcal/mol) = 44.2
- HOMO-LUMO gap (eV) = 9.44
- strongest force on any atom (Eh/bohr) = 0.06509
- E_LUMO (Eh) = 0.021
- structure (SMILES) = Oc1ncc[nH]1

Structure (ORCA input):
```
! RIJCOSX wB97M-V def2-TZVPD def2/J DEFGRID3
* xyz 0 1
O 2.0689 -0.1579 -0.4490
C 0.7110 -0.3324 -0.2235
N -0.1190 -1.3240 -0.3081
C -1.3241 -0.6997 -0.0271
C -1.1690 0.6501 0.2034
N 0.2183 0.8681 0.0705
H 2.5777 -0.4263 0.3242
H -2.2407 -1.2868 -0.0156
H -1.9169 1.3947 0.4443
H 1.1937 1.3143 -0.0192
*
```